1.
Computed, not measured: a 13-piece molecular cluster, C62H159N13O13 overall at a distorted geometry, with the ωB97M-V functional and the def2-TZVPD basis.

Values from the calculation:
ΔE to the lowest compared entry with this formula, charge and spin in kJ/mol: 247.31
Multiplicity: 1
Calculated total energy in eV: -112849.910
Gap between HOMO and LUMO in eV: 9.2

Each line ends with the Mulliken charge.
CARTESIAN COORDINATES (ANGSTROEM)
H 2.402 -6.410 -1.017  0.432
N -6.034 3.564 2.583  -0.574
C 3.503 -0.035 -2.937  0.684
C -4.010 -4.910 -3.093  -1.219
H 2.623 -2.211 3.256  -1.116
H -2.710 -1.924 1.562  -0.133
C -1.783 -5.581 0.846  0.035
H 3.233 5.422 2.512  0.513
O 5.294 2.669 1.021  -0.278
C -0.597 3.382 2.197  1.147
H 0.863 3.620 -2.932  -1.091
C 0.870 -4.144 4.152  -1.743
H 5.638 -1.134 -3.350  0.388
H 1.974 4.397 2.850  -0.155
H -0.067 0.734 -3.281  -0.788
H -2.724 -4.428 -6.167  0.255
C 0.936 1.959 5.760  -0.467
O -6.417 1.546 0.622  -0.448
N -1.049 0.648 -3.030  0.683
O 1.734 2.718 4.747  0.127
C 2.787 -3.481 0.052  0.766
H -0.203 3.900 3.076  0.149
H 0.878 4.522 -1.358  0.826
H 1.684 -3.419 -0.065  -0.561
H -4.293 -5.980 -3.134  0.332
H 3.175 -4.625 -1.669  0.220
H -0.147 -3.775 4.108  0.570
H 4.331 3.793 -0.495  0.435
H -5.799 0.595 -1.092  0.369
H -0.315 4.922 0.732  0.445
H 4.775 -2.496 -2.935  0.143
H -1.617 3.743 0.384  0.119
H -2.128 -6.370 -3.546  0.246
C -1.733 3.875 -4.665  -0.517
H -1.178 -5.600 -4.729  0.378
H -2.428 5.427 -2.638  -0.020
H -1.482 -3.531 0.120  -0.181
H 5.156 4.061 3.537  0.351
C 4.867 -4.858 -0.463  -1.404
H -4.028 -0.736 -4.520  0.282
H -2.334 -1.490 -6.115  -0.012
H -0.780 -1.192 -1.163  -0.089
H 4.423 -5.481 3.920  0.576
H 1.584 5.205 -5.788  0.405
H -7.431 0.089 5.290  0.438
H 0.639 -1.583 4.640  -0.914
H 0.528 -4.658 6.857  0.467
C -0.547 6.612 -2.595  -1.218
H -4.968 5.121 -0.251  0.427
H 2.575 5.367 -3.284  0.258
C -4.803 -0.389 4.791  -1.418
C 6.841 -4.010 -1.431  -1.142
O -2.876 3.227 3.233  0.090
H -2.185 -0.194 5.136  0.288
H 0.086 -1.864 1.326  -0.264
H -3.552 -4.805 -2.110  0.053
C -2.397 1.042 -1.001  -1.595
H -2.759 3.789 -4.727  0.643
H 3.876 -0.478 -4.924  0.452
H -2.884 -5.935 2.716  0.292
H 3.865 5.166 4.991  0.577
H 6.697 -0.314 1.646  0.291
H -6.654 1.627 4.968  0.392
H 2.593 -2.650 -3.181  -0.386
H 3.138 -2.516 -0.274  -0.405
N -0.445 -5.898 0.219  -0.334
C 0.395 -0.827 1.341  0.079
H -1.903 4.965 1.481  0.287
N 0.560 2.619 1.685  1.034
H 7.143 -0.218 -0.891  0.297
H 0.240 1.918 1.035  -0.870
H 0.816 -5.243 4.275  0.470
C -1.713 2.535 2.739  0.153
C 5.623 -0.369 1.433  -1.420
H 1.494 -0.783 1.109  -0.097
H 5.362 -1.420 1.321  0.217
C 5.331 -3.886 5.795  -1.995
C 2.472 1.730 -4.201  0.321
H 2.778 -0.600 3.922  0.527
O -3.274 -3.862 1.151  -0.647
H 1.980 1.287 -5.135  -0.299
C -0.240 -3.842 -2.926  0.230
H 4.067 2.918 3.326  -0.041
C -7.048 0.726 4.512  -1.720
H 4.315 0.400 -0.135  -0.609
H 4.196 -1.657 5.804  0.368
H 7.358 -3.291 -2.063  0.314
H -1.287 3.178 -5.351  0.027
C 5.365 0.384 0.109  2.254
C -1.967 6.341 -2.984  -0.147
H 6.114 2.074 -0.837  0.599
H -3.553 -2.147 -0.032  0.370
H -0.595 4.110 -2.173  -0.596
H 1.709 -1.413 6.038  0.556
H -1.857 7.325 -4.906  0.345
H 1.921 2.612 -3.924  -0.595
H 3.878 4.225 1.146  -0.325
H 0.725 -0.137 -8.564  0.286
C 0.477 5.674 -3.179  2.007
H 3.280 2.671 0.542  0.176
H 1.864 4.354 5.995  0.461
N 2.679 -5.907 -0.141  -0.788
H -4.522 0.503 5.353  0.376
C 4.051 -2.099 4.748  -1.829
H -5.608 5.855 1.292  0.382
H 1.058 2.181 2.406  -0.044
H -5.495 2.782 -0.731  0.720
H -3.640 -0.793 -8.149  0.386
H 4.397 0.527 -2.787  0.817
C -2.090 -6.378 2.120  -1.361
C -0.976 0.858 -1.573  2.254
H 6.191 -3.510 5.224  0.374
O 1.249 4.616 -5.113  -0.349
H -6.521 2.731 2.769  0.163
H -0.768 -3.029 -3.522  -0.092
C -1.761 -5.359 -3.865  -1.380
H -1.036 6.334 -6.965  0.426
C 2.521 3.676 5.461  -1.224
H 2.901 -3.682 1.105  -0.004
H -1.304 1.947 3.514  -0.284
C 2.588 -1.968 -4.069  -0.806
H 5.115 -4.914 0.636  0.124
H -2.450 1.359 -6.940  0.287
H -2.740 2.064 -1.151  0.352
C -1.145 5.333 -6.551  -2.016
N -3.273 -0.139 -4.894  -0.458
H -4.796 0.054 -7.111  0.382
N -3.286 -4.925 -5.529  -0.738
H -5.228 3.622 3.167  0.180
H -1.395 3.675 -3.610  -0.493
H -5.430 -1.692 2.774  0.122
H -1.187 -6.388 2.717  0.277
H 2.098 7.064 -3.751  0.493
C 2.762 -1.660 4.178  1.225
H -2.646 -3.429 -4.191  -0.611
H 0.252 -0.501 2.401  -0.181
C -2.110 6.347 -4.510  -1.437
H 4.964 0.101 2.138  0.300
C -2.902 -0.561 -6.170  1.002
C 4.041 -4.514 3.691  -1.086
H -0.426 4.628 -7.031  0.357
C 3.377 4.420 4.436  0.350
H -2.363 0.927 0.049  -0.162
C -1.166 5.259 -5.023  1.939
C 4.154 3.320 0.508  -0.199
H 3.147 3.074 6.092  0.468
H 4.938 -1.782 4.200  0.385
C -1.821 -4.098 1.022  1.873
H -1.286 -3.726 1.897  -0.768
H -0.327 -3.113 6.464  0.095
C 0.650 -3.652 6.545  -2.113
N 2.898 -3.980 5.790  -0.111
H 6.959 1.634 0.568  0.412
C 3.740 -1.037 -4.010  -0.032
C -2.522 -1.092 4.572  -0.875
O 2.382 0.798 -3.148  0.421
H 0.107 -3.438 -2.001  -0.476
C 3.355 -4.692 -0.618  1.261
C -6.006 3.805 1.131  0.423
H 1.361 -3.913 3.167  -0.135
H 0.056 1.503 5.209  -0.178
H -0.096 1.495 -8.587  0.241
H -4.978 -1.143 5.557  0.446
H 1.754 -5.599 0.141  0.134
H 6.929 -4.866 -2.107  0.402
C 1.576 -3.453 5.302  2.501
H -2.499 -5.778 0.080  0.069
C -2.969 -4.483 -4.174  1.980
H 1.936 5.856 3.747  0.399
H -2.397 -7.447 1.903  0.378
H -1.595 1.366 -3.432  0.295
O -3.740 -0.798 3.942  0.139
C 5.979 1.760 0.152  -1.869
C 1.620 -1.975 5.049  -0.589
C -4.054 -0.755 -7.168  -1.833
N -6.309 -1.242 3.071  -0.796
H -4.198 -4.738 -5.799  0.242
C 0.449 4.374 -2.376  -0.454
H 1.159 -3.077 7.297  0.630
H -3.740 3.985 4.967  0.347
H -1.328 0.763 -5.786  -0.647
H -7.784 1.079 3.745  0.348
H -6.778 -0.954 2.259  0.370
H 1.626 -1.502 -4.275  0.330
O -0.382 -0.063 0.523  1.404
H -5.136 -0.105 0.427  0.115
O -1.042 -0.143 -7.559  -0.380
C -5.564 2.623 0.328  0.097
C -6.043 0.363 -0.038  -0.655
H -1.732 -1.382 3.879  -0.168
H -3.121 6.015 -4.885  0.461
H 0.501 2.622 6.549  0.388
H -2.589 -1.926 5.251  0.620
H -2.125 5.096 -7.036  0.378
H -2.046 1.866 1.968  -0.596
N 4.932 -1.788 -3.697  -0.715
H -3.187 0.408 -1.439  0.177
H 2.826 -5.555 6.811  0.389
C -1.883 0.474 -6.675  0.343
C -5.922 -0.010 3.799  1.849
H 5.485 -5.010 5.966  0.354
H 3.518 2.056 -4.389  0.405
C -1.119 4.330 1.092  -1.801
H -0.421 6.456 -1.483  0.182
H 5.929 -1.338 -0.987  0.078
H -4.422 -2.271 1.580  -0.151
H -2.603 -0.166 -4.158  -0.111
C 4.096 -3.631 4.907  2.015
N 0.257 5.522 -4.654  -0.009
H -4.492 2.535 0.613  -0.379
H -0.252 -6.911 0.150  0.239
H -0.278 7.662 -2.870  0.426
H 2.091 6.507 -2.020  0.451
H -2.512 7.138 -2.448  0.445
H -4.129 4.853 1.299  -0.076
H 7.432 -4.089 -0.496  0.373
H -4.905 -4.319 -2.889  0.416
H -1.965 3.771 5.050  0.159
H -7.029 4.080 0.792  0.195
H 1.552 1.173 6.250  0.239
C -5.111 4.976 0.824  -1.224
H 5.262 -3.390 6.734  0.479
H 2.609 -2.652 -4.921  0.538
C -3.537 -2.486 0.982  0.172
H -4.594 -1.614 -6.968  0.509
H 0.767 -0.224 -1.260  -0.226
N 6.090 -0.329 -0.976  -0.426
C -2.935 3.281 4.655  -0.816
H 5.202 -5.756 -0.946  0.513
C -0.274 -0.319 -0.861  -0.951
H 3.028 -4.757 3.395  0.205
H -3.242 2.359 5.078  0.238
H -0.496 1.814 -1.315  -0.897
H 3.254 -0.559 -1.975  -1.513
H -5.394 0.637 3.065  -0.447
O -0.969 -4.991 -2.751  -0.170
C 0.116 0.584 -7.971  0.038
C 1.920 6.259 -3.057  -2.025
H -6.896 -0.329 -0.084  0.330
O 2.765 -5.393 5.861  -0.474
H -0.444 -5.420 -0.720  -0.009
H 0.685 -4.031 -3.472  0.419
O 5.478 -3.720 -1.069  0.007
C 2.597 5.080 3.348  -0.914
H 4.680 -4.067 2.872  -0.037
H 0.712 0.804 -7.058  -0.336
N 4.442 3.520 4.036  -0.688


2.
Computed, not measured: one molecule with the formula C12H20BrClO at a distorted geometry, with the ωB97M-V functional and the def2-TZVPD basis.

Values from the calculation:
ΔE to the lowest compared entry with this formula, charge and spin in kJ/mol: 127.25
Multiplicity: 1
Calculated total energy in eV: -97379.033
Gap between HOMO and LUMO in eV: 10.0

Each line ends with the natural charge from an NBO analysis.
CARTESIAN COORDINATES (ANGSTROEM)
H 0.311 -0.083 1.500  0.171
C 1.946 -1.164 -0.124  -0.391
C -0.045 -2.761 -0.597  -0.607
C -0.282 -0.688 0.815  0.103
C 1.605 -0.253 -1.284  -0.439
H -0.993 1.418 -2.655  0.217
H -2.390 -1.152 0.604  0.238
H 0.731 1.838 1.321  0.212
H 2.499 0.399 -1.479  0.224
H -0.557 -0.443 -2.754  0.222
H 2.238 2.240 0.460  0.210
H 2.628 -1.945 -0.488  0.216
H -1.604 -0.441 3.486  0.205
C 0.416 2.181 -0.802  -0.238
H 0.996 -2.289 1.218  0.199
H 0.448 0.900 -3.341  0.221
C -1.580 -1.092 1.400  -0.444
H 2.431 -0.481 0.659  0.203
H 1.138 3.590 0.836  0.231
C -0.268 0.602 -2.531  -0.618
C -1.937 -0.163 2.534  -0.189
Br 1.341 3.255 -2.142  -0.020
C 0.387 0.704 -1.169  0.238
H 0.615 -3.525 -0.695  0.209
C -2.802 0.877 2.366  -0.218
H -1.542 -1.998 1.889  0.215
C 1.173 2.507 0.531  -0.629
H 1.479 -0.888 -2.160  0.215
H -0.359 -2.229 -1.595  0.206
H -0.987 -2.998 -0.121  0.215
O -0.646 0.031 -0.348  -0.579
H -0.543 2.615 -0.636  0.234
C 0.634 -1.785 0.340  -0.228
H -3.202 1.177 1.443  0.204
Cl -3.278 2.045 3.520  -0.006


3.
Computed, not measured: C44H32Br4INO3P2S2Sr as an isolated structure, with the ωB97M-V functional and the def2-TZVPD basis.

Values from the calculation:
ΔE to the lowest compared entry with this formula, charge and spin in kJ/mol: 30.50
Multiplicity: 1
Calculated total energy in eV: -383141.277
Gap between HOMO and LUMO in eV: 4.6
Charge: -2

Each line ends with the Mulliken charge.
CARTESIAN COORDINATES (ANGSTROEM)
C 4.539 0.973 -2.968  -0.813
H -3.342 2.052 3.935  0.409
P -1.189 1.720 -1.469  1.072
C 0.187 -0.619 -4.598  -0.550
C -3.273 2.930 1.201  -0.245
C -1.446 0.961 -0.003  -1.755
H -4.007 1.195 -1.142  0.264
S -0.358 2.913 2.275  -0.542
C -3.769 4.149 -3.607  -0.631
C 4.748 -2.623 3.621  -0.149
H -2.317 -2.624 -3.519  0.405
C -2.322 0.626 2.692  0.270
C 0.032 0.428 -3.696  -0.670
Sr 1.241 1.019 0.599  1.511
H -1.532 -2.532 3.605  0.465
C -4.580 2.504 1.418  -0.242
H 6.451 2.941 -1.019  0.399
N 3.506 1.346 -0.862  0.733
H 5.705 -3.141 0.544  0.409
C 3.671 -2.730 0.017  -0.154
H -6.263 5.243 0.345  0.371
C -2.617 3.588 -3.070  -0.501
H -1.257 -0.984 1.753  0.071
C -2.001 -1.559 3.671  -0.586
O 1.533 -1.166 -0.817  0.433
C 3.192 -5.415 0.526  -1.013
H -0.532 -2.538 -5.238  0.363
C -2.699 2.514 -2.190  0.269
Br 5.268 0.029 2.570  -0.181
H -0.357 -3.408 -1.230  0.586
C -1.802 -0.725 -2.672  -0.521
H 1.138 -4.978 0.113  0.343
C 2.577 -3.659 3.499  -0.094
S 0.356 3.015 -1.710  -0.631
C -0.956 0.381 -2.721  1.236
C 1.975 -2.550 2.865  0.108
H -6.074 2.187 -2.092  0.385
C -1.828 -0.670 2.616  -0.442
C 4.475 -4.899 0.651  -0.317
H 2.638 0.178 -2.321  0.400
H 6.449 1.903 -3.295  0.397
H -2.845 -1.851 5.623  0.367
C -3.000 1.027 3.841  -0.322
C 2.380 -3.239 -0.106  0.399
I 4.449 0.065 -4.843  0.027
C 5.625 1.752 -2.610  -0.062
C 3.496 0.789 -2.072  -0.419
H 3.830 -1.669 -0.132  0.294
C -3.055 4.199 0.668  -0.334
Br 1.421 -5.148 3.774  -0.226
H -1.639 3.988 -3.311  0.322
H -0.318 -3.314 0.559  0.427
C -1.659 -1.765 -3.578  -0.611
C -5.427 4.598 0.591  -0.384
C 2.145 -4.586 0.154  -0.144
C -5.653 3.337 1.127  -0.796
H 2.997 -6.451 0.769  0.340
C 4.179 -1.471 3.034  0.224
C -5.016 3.643 -3.263  -0.491
H 4.520 2.519 0.484  0.542
H -6.665 2.995 1.307  0.351
C 2.843 -1.376 2.662  -0.694
H 5.282 -5.537 0.992  0.402
O 0.798 -2.536 2.412  -0.469
P -1.828 1.814 1.392  2.055
C 4.545 2.098 -0.514  -0.559
H -2.035 4.521 0.490  0.240
H -4.760 1.510 1.811  0.420
H 0.977 -0.577 -5.338  0.392
C -4.126 5.022 0.355  -0.683
C -0.658 -1.717 -4.541  -0.580
H -0.796 -1.891 -0.411  -0.592
C 5.625 2.328 -1.351  -0.813
O 2.327 -0.345 2.094  -0.664
Br 6.603 -2.675 4.032  -0.217
Br 4.651 -5.294 4.633  -0.211
C 4.716 -3.557 0.395  -0.499
C -5.104 2.573 -2.383  -0.697
C 1.273 -2.304 -0.439  0.526
H 0.685 1.293 -3.727  0.428
H -2.549 -0.774 -1.888  0.229
C -3.214 0.130 4.876  -0.676
C -0.150 -2.767 -0.368  -0.816
H -3.692 4.990 -4.287  0.375
C -3.952 2.012 -1.852  -0.099
H -3.747 0.451 5.764  0.354
H -5.916 4.088 -3.671  0.369
C -2.710 -1.165 4.795  -0.533
H -3.944 5.997 -0.081  0.382
C 3.934 -3.709 3.859  0.263


no.,LUMO (Eh)
1,0.0206
2,0.0282
3,0.1161